(1)
The following is a DFT calculation (wB97M-V/def2-TZVPD) of a cluster of 2 separate species, CH2ClN2O2 in total.

Geometry (Å):
C  -0.26  -0.42  -0.55
N  0.20  0.21  0.40
N  0.58  1.52  0.55
O  -0.29  2.30  0.90
O  1.75  1.79  0.38
Cl  -0.96  -3.82  0.26
H  -0.28  -1.58  -0.47
H  -0.75  -0.01  -1.46

LUMO level = 3.232 eV
Net charge = -1
Frontier orbital gap = 0.2728 Ha
HOMO level = -4.192 eV
Multiplicity = 1

---

(2)
The following is a DFT calculation (wB97M-V/def2-TZVPD) of a structure of composition C80H89Ge2N11OS3TeTi.

Geometry (Å):
Ti  -0.50  0.97  -0.09
N  2.97  0.60  -0.94
C  2.53  1.76  -1.41
N  3.45  2.52  -2.00
C  3.01  3.68  -2.47
N  3.90  4.49  -3.07
N  1.74  4.08  -2.43
C  0.89  3.25  -1.84
N  1.21  2.07  -1.26
C  -0.51  3.62  -1.88
C  -0.91  4.79  -2.53
C  -2.25  5.08  -2.63
C  -3.15  4.15  -2.11
C  -2.66  3.02  -1.49
N  -1.37  2.75  -1.33
H  3.83  0.27  -1.33
H  2.24  -0.04  -0.65
H  4.88  4.27  -2.97
H  3.61  5.41  -3.34
H  -0.15  5.43  -2.94
H  -2.60  5.98  -3.11
H  -4.22  4.30  -2.20
H  -3.35  2.28  -1.12
N  0.42  -0.88  -0.52
S  0.88  -2.27  -0.50
N  1.80  -2.82  0.74
S  3.06  -2.23  1.43
N  3.28  -0.73  1.62
S  2.34  0.54  2.16
N  1.06  0.84  1.53
C  3.57  1.87  2.10
C  4.69  1.84  1.29
C  5.62  2.87  1.35
C  5.41  3.94  2.21
C  4.26  3.98  3.00
C  3.35  2.94  2.95
C  2.43  0.30  3.96
C  3.65  -0.14  4.47
C  3.81  -0.26  5.84
C  2.77  0.11  6.69
C  1.58  0.59  6.17
C  1.41  0.69  4.80
C  3.15  -3.20  2.93
C  2.12  -4.06  3.28
C  2.29  -4.88  4.39
C  3.47  -4.84  5.12
C  4.49  -3.97  4.75
C  4.34  -3.15  3.64
C  4.54  -2.79  0.60
C  4.77  -4.16  0.55
C  5.90  -4.64  -0.09
C  6.79  -3.75  -0.68
C  6.57  -2.39  -0.61
C  5.44  -1.90  0.04
C  -0.40  -3.51  -0.32
C  -1.58  -3.06  0.24
C  -2.59  -3.97  0.50
C  -2.42  -5.30  0.16
C  -1.24  -5.73  -0.42
C  -0.21  -4.84  -0.66
C  1.83  -2.71  -1.97
C  2.66  -3.83  -2.01
C  3.48  -4.02  -3.11
C  3.47  -3.11  -4.16
C  2.62  -2.02  -4.13
C  1.80  -1.82  -3.03
H  4.84  1.01  0.61
H  6.50  2.83  0.73
H  6.13  4.74  2.27
H  4.09  4.82  3.66
H  2.47  2.97  3.58
H  4.46  -0.35  3.79
H  4.74  -0.62  6.24
H  2.90  0.03  7.76
H  0.78  0.90  6.83
H  0.48  1.06  4.38
H  1.22  -4.10  2.68
H  1.50  -5.56  4.68
H  3.61  -5.49  5.97
H  5.42  -3.95  5.30
H  5.14  -2.50  3.32
H  4.06  -4.84  1.02
H  6.08  -5.71  -0.13
H  7.68  -4.13  -1.18
H  7.27  -1.70  -1.05
H  5.26  -0.85  0.14
H  -1.68  -2.01  0.51
H  -3.51  -3.62  0.96
H  -3.22  -6.01  0.36
H  -1.12  -6.77  -0.70
H  0.71  -5.18  -1.11
H  2.67  -4.52  -1.18
H  4.14  -4.88  -3.14
H  4.12  -3.26  -5.01
H  2.59  -1.32  -4.95
H  1.13  -0.97  -2.96
C  -3.99  -1.25  3.49
C  -3.09  -1.64  2.32
Ge  -1.41  -0.46  2.11
C  -0.20  -1.89  2.90
C  -0.55  -2.31  4.33
C  -1.61  0.84  3.59
C  -1.39  2.15  3.50
Ge  -1.03  2.90  1.63
C  0.61  4.07  1.34
C  0.90  5.33  2.16
C  -2.51  4.29  1.38
C  -2.90  5.09  2.62
C  -1.55  3.02  4.69
C  -0.62  3.99  5.02
C  -0.78  4.79  6.14
C  -1.89  4.62  6.96
C  -2.82  3.63  6.65
C  -2.65  2.84  5.53
H  -4.88  -1.89  3.51
H  -4.32  -0.21  3.41
H  -3.48  -1.37  4.44
H  -3.68  -1.64  1.40
H  -2.72  -2.66  2.45
H  0.84  -1.58  2.86
H  -0.30  -2.76  2.24
H  -0.43  -1.48  5.02
H  0.09  -3.12  4.68
H  -1.59  -2.65  4.39
H  -1.88  0.42  4.56
H  0.46  4.39  0.31
H  1.49  3.42  1.34
H  0.02  5.96  2.25
H  1.68  5.92  1.67
H  1.26  5.09  3.16
H  -3.40  3.80  0.99
H  -2.16  4.97  0.60
H  -3.32  4.45  3.39
H  -3.65  5.84  2.37
H  -2.04  5.61  3.06
H  0.25  4.12  4.38
H  -0.05  5.55  6.38
H  -2.03  5.24  7.83
H  -3.69  3.49  7.29
H  -3.38  2.08  5.29
C  -4.09  0.77  0.57
C  -3.31  -0.08  -0.42
O  -3.90  -1.10  -0.85
N  -2.09  0.27  -0.83
Te  -1.85  -1.09  -2.77
C  -2.60  -2.47  -4.39
C  -3.77  -3.23  -4.29
C  -4.57  -3.35  -3.01
C  -4.23  -3.94  -5.39
C  -3.55  -3.95  -6.60
C  -4.06  -4.70  -7.80
C  -2.36  -3.25  -6.67
C  -1.86  -2.52  -5.59
C  -0.53  -1.85  -5.78
C  -2.60  0.57  -3.92
C  -3.96  0.77  -4.18
C  -5.05  -0.19  -3.79
C  -4.35  1.90  -4.90
C  -3.45  2.81  -5.40
C  -3.89  4.00  -6.21
C  -2.10  2.58  -5.16
C  -1.66  1.49  -4.43
C  -0.18  1.32  -4.26
H  -4.86  1.30  0.01
H  -3.45  1.48  1.09
H  -4.60  0.13  1.28
H  -4.16  -2.72  -2.23
H  -4.54  -4.39  -2.68
H  -5.61  -3.08  -3.18
H  -5.15  -4.51  -5.30
H  -5.01  -5.20  -7.58
H  -3.34  -5.46  -8.10
H  -4.21  -4.02  -8.64
H  -1.78  -3.26  -7.59
H  0.20  -2.58  -6.15
H  -0.16  -1.43  -4.85
H  -0.60  -1.05  -6.53
H  -4.81  -0.72  -2.87
H  -5.18  -0.93  -4.59
H  -5.99  0.33  -3.65
H  -5.41  2.05  -5.09
H  -4.96  4.16  -6.13
H  -3.64  3.85  -7.26
H  -3.37  4.91  -5.88
H  -1.36  3.27  -5.55
H  0.33  2.28  -4.35
H  0.23  0.66  -5.04
H  0.06  0.90  -3.28

LUMO level (alpha / beta) = -2.371 / -2.973 eV
Net charge = +1
Frontier orbital gap (alpha / beta) = 0.2208 / 0.1979 Ha
HOMO level (alpha / beta) = -8.379 / -8.359 eV
<S²> = 0.76
Multiplicity = 2

---

(3)
The following is a DFT calculation (wB97M-V/def2-TZVPD) of the molecule C20H19N5O4S.

Geometry (Å):
O  -3.62  0.64  1.08
O  3.22  4.37  1.43
O  3.33  4.19  -1.04
N  3.73  -0.05  -0.22
N  -1.17  -4.65  -2.43
N  -0.86  3.11  -1.38
O  -2.34  -1.20  -1.76
C  -3.30  0.43  -0.06
C  3.71  1.20  -0.62
C  -2.83  -0.89  -0.48
C  -2.84  -1.99  0.34
C  2.75  1.16  1.41
C  3.09  1.98  0.39
C  -1.45  -5.15  -1.24
C  -1.45  -3.36  -2.65
C  0.44  3.28  -1.19
C  -1.71  3.28  -0.39
C  -1.27  3.63  0.88
C  -2.02  -4.39  -0.19
C  0.10  3.78  1.15
C  -2.02  -2.53  -1.66
C  -2.29  -3.06  -0.46
C  0.92  3.57  0.09
N  -3.23  1.47  -0.96
N  3.16  -0.07  1.01
C  -3.17  2.89  -0.62
C  1.58  -2.62  0.27
C  3.03  -1.26  1.86
C  1.67  -2.00  1.65
S  2.74  3.72  0.20
H  4.10  1.57  -1.59
H  -3.19  -2.02  1.37
H  2.30  1.39  2.34
H  -1.26  -6.20  -1.10
H  -1.22  -2.84  -3.57
H  1.14  3.14  -2.04
H  -1.99  3.76  1.71
H  -2.23  -4.82  0.75
H  0.45  4.06  2.15
H  -2.81  1.20  -1.86
H  -3.57  3.47  -1.41
H  -3.79  3.09  0.27
H  1.43  -1.87  -0.50
H  2.53  -3.12  0.10
H  0.78  -3.34  0.20
H  3.15  -0.97  2.93
H  3.89  -1.93  1.66
H  1.57  -2.76  2.39
H  0.83  -1.32  1.79

LUMO level = -0.312 eV
Frontier orbital gap = 0.3365 Ha
HOMO level = -9.468 eV
Multiplicity = 1

---

(4)
The following is a DFT calculation (wB97M-V/def2-TZVPD) of the molecule CH3NO3S.

Geometry (Å):
C  -0.53  -0.67  -0.55
N  0.36  0.29  -0.25
O  2.18  -1.27  0.55
O  2.72  1.03  0.07
O  -1.79  -0.27  -0.41
S  2.04  -0.09  -0.54
H  1.36  -1.65  0.76
H  0.24  1.15  0.18
H  -1.81  0.72  -0.51

LUMO level = 0.390 eV
Frontier orbital gap = 0.3775 Ha
HOMO level = -9.881 eV
Multiplicity = 1

---

These records have relative energy (zero: lowest compared OMol25 entry of this formula, charge and spin) values of 25.5; 0.5; 29.6; 60.3 kcal/mol, in the order they appear.
These records have electronic energy values of -759.4181; -10244.9084; -1746.4147; -718.4749 Ha, in the order they appear.